C53H68O5P2SSiTa | the ωB97M-V functional and the def2-TZVPD basis

Values from the calculation:
**LUMO level**: -9.3 eV
**Max |F|**: 3.73 eV/Å
**Net charge**: +3
**Electronic energy**: -3863.377105 a.u.
**Relative energy (zero: lowest compared OMol25 entry of this formula, charge and spin)**: 62.7 kcal per mole

```
131
Properties=species:S:1:pos:R:3:forces:R:3
Ta 0.385 -0.083 -0.001 -2.39 -0.48 -2.37
C 0.863 2.761 5.064 -0.04 -0.25 -0.03
C 0.683 1.686 3.983 0.16 0.17 0.00
C 1.985 0.931 3.729 -0.36 0.06 0.08
C 0.144 2.342 2.738 -0.01 -0.15 -0.07
C 0.925 2.545 1.596 0.05 -0.42 -0.05
C 0.361 3.095 0.442 -0.12 -0.10 -0.14
C -0.975 3.482 0.404 0.12 -0.06 -0.06
C -1.566 4.063 -0.838 -0.04 -0.06 -0.03
C -1.722 3.353 1.573 0.19 0.00 0.01
C -1.173 2.796 2.709 0.11 0.05 -0.07
H 1.267 2.334 5.976 0.08 -0.06 0.12
H -0.088 3.227 5.305 -0.08 0.10 0.03
H 1.540 3.533 4.711 0.12 0.13 -0.01
H -0.076 0.975 4.330 0.03 -0.03 -0.03
H 2.793 1.626 3.518 0.17 -0.01 -0.12
H 1.874 0.233 2.882 0.11 0.00 0.06
H 2.265 0.356 4.607 0.06 -0.11 0.07
H 1.997 2.390 1.630 0.06 -0.11 -0.03
H 1.000 3.319 -0.407 -0.01 -0.02 0.06
H -1.768 3.273 -1.563 -0.01 0.01 -0.09
H -0.876 4.779 -1.282 -0.02 0.09 -0.12
H -2.502 4.567 -0.622 -0.08 0.09 -0.06
H -2.737 3.717 1.597 -0.19 0.01 -0.04
H -1.779 2.724 3.597 -0.09 -0.05 0.15
O 2.433 0.333 -0.874 -2.35 -1.11 1.54
P 3.209 1.394 -1.644 0.78 1.01 -0.72
C 2.079 2.201 -2.870 -0.04 -0.57 0.30
P 0.667 1.107 -3.358 0.41 0.22 -1.15
O -0.199 0.830 -2.130 0.09 -1.24 3.52
C -0.321 1.986 -4.587 0.49 -0.33 0.45
C -0.872 1.264 -5.642 0.05 -0.11 -0.03
C -1.634 1.916 -6.595 -0.06 0.01 0.00
C -1.843 3.284 -6.500 0.02 -0.08 0.04
C -1.304 4.001 -5.441 0.01 0.07 0.10
C -0.550 3.354 -4.480 0.04 0.07 0.03
C 1.293 -0.416 -4.096 -0.21 0.54 0.22
C 0.522 -1.571 -3.976 -0.11 0.13 0.10
C 0.896 -2.719 -4.650 -0.06 0.01 0.03
C 2.033 -2.719 -5.442 0.02 0.07 0.04
C 2.796 -1.569 -5.569 0.04 0.09 -0.05
C 2.423 -0.411 -4.908 -0.04 0.07 -0.05
C 3.851 2.609 -0.468 -0.11 -0.34 -0.43
C 4.448 2.046 0.662 -0.05 -0.16 0.04
C 5.005 2.861 1.631 0.08 -0.06 -0.06
C 4.994 4.239 1.463 -0.08 0.00 -0.08
C 4.423 4.800 0.330 0.03 0.07 0.01
C 3.854 3.989 -0.640 -0.11 -0.05 -0.10
C 4.594 0.628 -2.492 -0.35 0.23 0.41
C 4.642 -0.747 -2.697 -0.12 -0.07 0.10
C 5.777 -1.310 -3.252 0.01 -0.04 0.00
C 6.860 -0.508 -3.587 -0.06 0.02 0.05
C 6.807 0.863 -3.383 0.03 0.08 -0.08
C 5.673 1.437 -2.839 -0.05 0.04 -0.02
H 2.637 2.496 -3.759 0.08 -0.02 -0.04
H 1.650 3.105 -2.431 -0.05 -0.05 -0.03
H -0.701 0.200 -5.715 0.01 -0.07 -0.11
H -2.065 1.357 -7.412 -0.01 -0.03 -0.06
H -2.431 3.794 -7.247 -0.04 0.04 -0.08
H -1.471 5.065 -5.362 -0.02 0.06 -0.02
H -0.147 3.912 -3.649 0.06 0.14 0.07
H -0.380 -1.549 -3.378 -0.01 -0.10 0.01
H 0.290 -3.607 -4.576 -0.10 -0.13 0.04
H 2.314 -3.612 -5.976 0.05 -0.12 -0.07
H 3.674 -1.566 -6.195 0.10 0.00 -0.08
H 2.999 0.494 -5.039 0.13 0.04 -0.05
H 4.470 0.966 0.767 0.07 0.04 0.10
H 5.476 2.423 2.498 0.01 -0.03 0.06
H 5.443 4.877 2.209 0.03 0.05 0.05
H 4.432 5.872 0.191 -0.01 0.03 0.01
H 3.431 4.442 -1.526 -0.06 0.05 -0.09
H 3.796 -1.365 -2.423 0.01 -0.05 0.02
H 5.827 -2.376 -3.413 -0.01 -0.09 0.00
H 7.753 -0.954 -3.996 0.07 -0.04 -0.06
H 7.653 1.482 -3.637 0.08 0.06 -0.04
H 5.623 2.504 -2.669 0.13 0.08 0.03
C -0.272 -4.880 -1.615 0.05 -0.02 -0.04
C -1.340 -4.008 -1.480 -0.12 0.31 -0.03
C -1.123 -2.719 -1.018 -0.54 -0.09 0.03
C 0.160 -2.305 -0.685 0.50 3.01 1.00
C 1.235 -3.163 -0.855 0.35 -0.19 -0.09
C 1.011 -4.452 -1.321 0.20 0.06 0.14
H -0.442 -5.887 -1.959 0.01 -0.15 -0.06
H -2.342 -4.320 -1.733 -0.09 -0.08 -0.04
H -1.961 -2.035 -0.929 0.03 -0.15 0.07
H 2.248 -2.845 -0.636 0.02 -0.02 0.01
H 1.845 -5.122 -1.448 0.13 -0.13 -0.01
C -2.763 0.871 5.862 -0.13 -0.35 -0.07
C -3.639 -0.300 5.436 -0.52 0.65 0.33
C -4.362 -0.911 6.626 0.27 0.03 -0.24
C -4.615 0.109 4.344 0.23 -0.23 0.14
O -2.727 -1.312 4.902 0.44 -0.29 -0.14
Si -2.860 -2.604 4.025 -0.04 -0.21 0.02
S -1.447 -0.177 1.326 2.92 0.20 -2.14
O -1.636 -3.574 3.929 -0.57 0.18 -0.36
C -0.462 -3.957 4.704 0.78 -0.34 0.36
C 0.069 -5.210 4.018 -0.17 0.24 0.08
C -0.909 -4.247 6.129 -0.09 0.07 -0.29
C 0.547 -2.816 4.655 -0.31 -0.13 -0.12
O -4.151 -2.896 3.200 0.46 0.46 0.09
C -5.147 -3.941 2.936 -0.68 -0.56 -0.19
C -4.451 -5.185 2.412 0.05 0.35 0.12
C -5.848 -4.202 4.262 0.15 0.17 -0.21
C -6.101 -3.361 1.900 0.24 0.00 0.21
H -3.393 1.664 6.256 -0.06 0.09 0.04
H -2.212 1.251 5.008 0.07 0.06 -0.10
H -2.063 0.572 6.637 0.10 -0.04 0.08
H -5.060 -0.187 7.034 -0.11 0.06 0.08
H -3.656 -1.188 7.403 0.07 -0.05 0.12
H -4.920 -1.792 6.319 -0.15 -0.13 -0.01
H -5.249 0.915 4.702 -0.04 0.09 -0.02
H -5.244 -0.735 4.078 -0.17 -0.03 -0.09
H -4.072 0.434 3.458 0.00 0.13 -0.11
H -0.704 -5.973 3.985 -0.09 -0.11 0.00
H 0.916 -5.611 4.566 0.11 0.01 0.08
H 0.381 -4.985 3.002 0.04 0.02 -0.13
H -1.701 -4.990 6.127 -0.09 -0.16 0.02
H -1.275 -3.341 6.604 -0.03 0.15 0.14
H -0.084 -4.638 6.717 0.09 0.01 0.05
H 0.786 -2.566 3.622 0.06 -0.03 -0.08
H 1.458 -3.114 5.168 0.07 0.00 0.04
H 0.140 -1.935 5.144 -0.02 0.17 0.11
H -3.714 -5.540 3.127 0.11 -0.14 0.10
H -3.954 -4.975 1.468 0.07 0.00 -0.11
H -5.183 -5.972 2.253 -0.06 -0.05 -0.02
H -5.129 -4.538 5.007 0.06 -0.12 0.14
H -6.605 -4.972 4.144 -0.04 -0.08 -0.01
H -6.335 -3.298 4.620 -0.08 0.09 0.05
H -5.605 -3.239 0.942 0.06 0.00 -0.11
H -6.479 -2.395 2.219 -0.08 0.10 0.09
H -6.944 -4.034 1.773 -0.06 -0.08 -0.04
```
Forces are in eV/Å.